# 1
Density functional theory data (the ωB97M-V functional and the def2-TZVPD basis) for the molecule C4H12N4O.

Structure (XYZ):
```
21
C4H12N4O (the ωB97M-V functional and the def2-TZVPD basis)
C -0.56529 -0.59858 -1.88824
N 1.26807 2.08746 -0.85109
C 0.97581 0.75155 -0.57487
N -0.35490 0.37263 -0.84131
H 2.12322 2.42678 -0.43152
H 0.47915 2.69560 -0.67828
H 1.78611 0.09098 -0.93319
H -0.35742 -0.15191 -2.86659
H 0.05491 -1.50672 -1.79618
H -1.61205 -0.90659 -1.88036
C -0.76980 -1.50997 1.03459
C -0.44499 -0.04651 0.87735
N -1.35421 0.78718 1.51521
O 1.81376 -0.56326 1.50192
N 0.89423 0.41524 1.06018
H 1.97629 -1.19274 0.77837
H -2.30161 0.69664 1.17516
H -1.04873 1.75090 1.53642
H -0.65265 -1.78054 2.08437
H -0.10696 -2.12658 0.43332
H -1.80294 -1.69158 0.74474
```

HOMO = -8.309 eV
gap between HOMO and LUMO = 0.3396 Eh
energy relative to the best compared isomer or geometry (same formula, charge and spin) = 89.1 kcal/mol
E = -12347.444 eV
SMILES string = CN1[C@@H](N)N(O)[C@@]1(C)N


# 2
Density functional theory data (the ωB97M-V functional and the def2-TZVPD basis) for a structure of composition C23H67N8O13V.

Structure (XYZ):
```
112
C23H67N8O13V (the ωB97M-V functional and the def2-TZVPD basis)
O 3.81809 3.30112 2.31341
V 4.15194 1.75313 2.51947
O 5.52196 1.48199 1.78639
C 1.12655 -0.55235 -0.09343
C 1.34631 0.82983 0.53007
C 0.14827 1.14942 1.40271
O 2.57942 0.95379 1.17828
H 1.15904 -1.35852 0.64580
H 1.90540 -0.75785 -0.83074
H 0.15906 -0.62105 -0.59493
H 1.32267 1.54900 -0.30668
H -0.75143 0.92350 0.84118
H 0.14894 2.19242 1.73596
H 0.22777 0.64561 2.36977
C 4.31234 -1.36917 3.28694
O 4.73049 -0.22446 3.51754
N 5.09116 -2.45108 3.54782
N 3.10426 -1.63399 2.72853
H 4.95466 -3.32206 3.07788
H 5.90172 -2.26166 4.11096
H 2.94425 -2.52934 2.30795
H 2.67349 -0.79403 2.33119
C 1.91144 0.94951 5.16354
O 2.63372 1.46742 4.30170
N 2.01309 1.31609 6.46791
N 0.95449 0.02833 4.86338
H 1.34508 1.02814 7.15261
H 2.72199 2.01788 6.59852
H 1.04781 -0.27965 3.90927
H 0.48732 -0.37370 5.65012
C 2.14650 2.35336 -4.48076
O 1.87147 2.63370 -5.64193
N 1.69659 3.13398 -3.43174
N 2.86134 1.27687 -4.06227
H 1.84579 3.02314 -2.44916
H 1.12746 3.89791 -3.75677
H 3.10628 0.62332 -4.78729
H 3.01295 1.05314 -3.09619
C 5.25334 0.25947 -1.21143
O 6.32674 0.28970 -1.80779
N 4.84742 -0.84959 -0.51817
N 4.36049 1.28622 -1.15839
H 3.94169 -0.81279 -0.08051
H 5.27919 -1.75013 -0.54283
H 4.62441 2.17007 -1.55637
H 3.65314 1.22337 -0.43179
C -2.99993 0.27515 2.13289
C -4.06142 0.99030 1.33834
O -5.19642 1.29937 2.15065
H -2.30921 -0.22514 1.44921
H -3.39127 -0.57008 2.70428
H -2.43694 0.91498 2.81322
H -4.40070 0.34957 0.52225
H -3.66934 1.91001 0.89114
H -4.97197 2.08712 2.65505
C 0.05448 4.95113 -0.11996
C 0.33751 6.44632 -0.07001
O 1.09213 6.78240 -1.22024
H 1.01655 4.46895 0.06511
H -0.42749 4.66958 -1.05598
H -0.61480 4.61550 0.67547
H 0.82366 6.62400 0.89588
H -0.61748 6.98740 -0.08048
H 1.23028 7.73505 -1.16211
C -4.73630 -2.87322 -1.98069
C -3.51333 -3.49284 -1.27671
C -2.92128 -2.57077 -0.23219
O -3.82820 -4.73286 -0.67234
H -4.38091 -2.00757 -2.54157
H -5.45132 -2.60780 -1.20066
H -5.15197 -3.58297 -2.69621
H -2.75316 -3.50543 -2.07266
H -3.62183 -2.37291 0.58617
H -2.58899 -1.63564 -0.68046
H -2.09928 -3.11350 0.24171
H -4.17249 -5.28411 -1.38457
C -2.00673 -2.80688 4.63003
C -1.60492 -3.49083 3.35611
C -0.33717 -2.87726 2.72163
O -1.45038 -4.91140 3.45693
H -2.27703 -1.77004 4.43437
H -1.19217 -2.79843 5.36445
H -2.82810 -3.31191 5.13967
H -2.45807 -3.38505 2.67370
H -0.23039 -3.27509 1.71069
H 0.48691 -3.14397 3.38131
H -0.48686 -1.80541 2.56955
H -1.50459 -5.23470 2.55245
C 0.52039 -2.87778 -3.09357
C -0.09971 -1.91082 -4.10114
C 0.36760 -2.01116 -5.56225
O -1.50908 -2.18652 -3.99274
H 0.47081 -3.93864 -3.36477
H 0.06435 -2.77794 -2.11227
H 1.61009 -2.75676 -3.06466
H 0.13171 -0.92662 -3.67611
H -0.35878 -1.59637 -6.25678
H 0.57815 -3.07030 -5.69176
H 1.20788 -1.32024 -5.66165
H -2.01212 -1.36368 -4.08929
C -1.69284 1.92800 -2.49814
C -2.93598 1.10641 -2.85249
C -4.18964 1.98405 -3.02445
O -2.74315 0.43830 -4.09444
H -1.99272 2.72388 -1.80811
H -1.35551 2.44037 -3.39943
H -0.95638 1.33405 -1.95968
H -3.15422 0.48318 -1.98249
H -4.33288 2.64931 -2.16741
H -5.01715 1.28197 -3.09115
H -4.06496 2.69290 -3.84515
H -2.53105 1.08341 -4.77521
```

HOMO = -9.310 eV
gap between HOMO and LUMO = 0.3169 Eh
energy relative to the best compared isomer or geometry (same formula, charge and spin) = 0.0 kcal/mol
E = -89166.624 eV


# 3
Density functional theory data (the ωB97M-V functional and the def2-TZVPD basis) for a cluster of 2 separate species, CH6N2O2 in total.

Structure (XYZ):
```
11
CH6N2O2 (the ωB97M-V functional and the def2-TZVPD basis)
N -0.53899 -1.19703 -0.15106
C 0.07387 -0.31676 0.68462
N -0.80530 0.34022 1.52098
O 1.26104 -0.07373 0.70179
H -1.53769 -1.23848 -0.14942
H 0.01418 -1.68183 -0.84274
H -1.65996 -0.00366 1.92509
H -0.42072 1.11928 2.02558
H -0.53114 0.93400 -1.80805
H 0.96883 0.65758 -2.03582
O 0.21646 1.17304 -2.36350
```

HOMO = -10.263 eV
gap between HOMO and LUMO = 0.3983 Eh
energy relative to the best compared isomer or geometry (same formula, charge and spin) = 11.6 kcal/mol
E = -8210.373 eV
SMILES string = NC(N)=O.O


# 4
Density functional theory data (the ωB97M-V functional and the def2-TZVPD basis) for a structure of composition C13H13BrClF2O8S.

Structure (XYZ):
```
39
C13H13BrClF2O8S (the ωB97M-V functional and the def2-TZVPD basis)
C 3.34830 -2.15685 -0.05737
C 2.82482 -0.85946 -0.84485
C 2.00478 -0.01824 0.19409
F 2.92556 0.33479 1.23970
C 1.39202 1.32489 -0.34453
C 1.35367 1.62397 -1.89034
O 2.11692 1.42120 -2.77528
O 0.13561 2.33702 -2.20778
C -0.34527 2.81070 -0.96861
Br 0.60984 4.46764 -0.47236
S -2.14160 3.28831 -0.82067
O -2.25802 4.68132 -1.21426
O -3.04735 2.40598 -1.51367
F -2.47002 3.22163 0.79393
C -0.15279 1.53546 -0.04446
C -1.05759 0.28588 -0.32189
C -2.00021 -0.11143 0.71930
C -2.81498 -1.30345 0.49628
C -2.73342 -2.10726 -0.72046
C -1.82667 -1.69386 -1.78692
C -0.99864 -0.49719 -1.56150
H 3.33304 -3.07969 -0.68614
H 4.38015 -1.92663 0.32971
H 2.65546 -2.28614 0.82337
H 3.72686 -0.26970 -1.15762
H 2.15323 -1.11918 -1.70085
H 1.24346 -0.68406 0.67155
H 2.09886 2.10524 0.04517
H -0.38610 1.77626 1.02436
H -2.10848 0.46573 1.67152
H -3.53846 -1.64857 1.27437
H -3.35264 -3.02312 -0.83304
H -1.73585 -2.26771 -2.74015
H -0.31892 -0.22201 -2.40179
O 0.19385 -1.28925 2.44205
Cl -0.60289 -1.76427 3.55890
O -1.54772 -0.73518 3.94474
O 0.26373 -2.06877 4.67162
O -1.32251 -2.95401 3.16385
```

HOMO = -6.328 eV
gap between HOMO and LUMO = 0.3046 Eh
E = -128899.795 eV
charge = -1